A cluster of 6 separate species, C39H90ClFI2NO3P2 in total at a distorted geometry. Source: OMol25; level of theory: ωB97M-V/def2-TZVPD.

```
! RIJCOSX wB97M-V def2-TZVPD def2/J DEFGRID3
* xyz -1 1
C 1.32 -0.70 4.10
C 2.40 -0.97 3.04
F 2.45 -2.36 2.87
C 2.17 -0.17 1.76
P 1.82 -1.11 0.12
C 0.25 -0.05 -0.20
N -0.90 -0.53 0.59
C 1.31 -2.22 -1.44
I 1.62 -4.35 -0.95
C 1.93 -1.83 -2.79
C 2.62 -2.89 -3.64
I 0.31 -1.12 -4.11
O 2.65 0.12 -0.81
C 4.01 -0.02 -0.85
C 4.37 -1.48 -0.52
P 5.92 -1.87 0.41
O 7.04 -1.30 -0.70
Cl 5.93 -0.41 1.91
O 3.32 -2.02 0.18
H 1.75 -0.77 5.10
H 0.89 0.28 3.98
H 0.57 -1.48 4.01
H 3.35 -0.67 3.48
H 3.00 0.53 1.67
H 1.30 0.44 1.93
H 1.04 -2.04 0.88
H 0.45 0.99 0.02
H 0.01 -0.06 -1.26
H -1.43 0.26 0.94
H -1.54 -1.05 0.00
H 0.24 -2.20 -1.51
H 2.61 -0.99 -2.76
H 1.94 -3.67 -3.95
H 3.50 -3.27 -3.14
H 2.97 -2.39 -4.54
H 4.51 0.60 -0.10
H 4.44 0.30 -1.81
H 4.52 -2.05 -1.45
H 6.69 -1.56 -1.57
C 4.88 -1.44 9.76
C 5.12 -0.70 8.46
C 4.09 -1.02 7.37
C 4.07 -2.48 6.93
C 5.39 -3.02 6.40
C 5.87 -2.29 5.15
H 4.95 -2.52 9.63
H 5.62 -1.16 10.52
H 3.89 -1.21 10.17
H 6.13 -0.91 8.10
H 5.09 0.38 8.66
H 4.28 -0.38 6.51
H 3.10 -0.75 7.74
H 3.31 -2.59 6.15
H 3.74 -3.11 7.77
H 5.27 -4.08 6.16
H 6.17 -2.97 7.17
H 5.12 -2.36 4.35
H 6.80 -2.72 4.77
H 6.05 -1.23 5.34
C -7.51 2.03 -1.60
C -6.39 1.41 -0.77
C -5.14 2.29 -0.70
C -4.47 2.55 -2.05
C -4.04 1.30 -2.81
C -3.00 0.46 -2.06
H -7.21 2.17 -2.64
H -8.39 1.38 -1.61
H -7.81 3.00 -1.20
H -6.14 0.43 -1.17
H -6.76 1.25 0.25
H -4.42 1.83 -0.02
H -5.41 3.25 -0.25
H -3.58 3.18 -1.88
H -5.14 3.14 -2.68
H -3.62 1.60 -3.77
H -4.92 0.68 -3.04
H -2.11 1.05 -1.86
H -2.71 -0.40 -2.66
H -3.39 0.09 -1.11
C -3.63 3.63 -5.76
C -5.14 3.78 -5.61
C -5.89 3.76 -6.94
C -5.53 4.90 -7.90
C -5.74 6.30 -7.33
C -7.19 6.61 -6.97
H -3.20 4.45 -6.34
H -3.14 3.63 -4.79
H -3.38 2.70 -6.27
H -5.36 4.70 -5.06
H -5.51 2.96 -4.99
H -6.97 3.78 -6.73
H -5.70 2.81 -7.44
H -6.14 4.79 -8.80
H -4.49 4.79 -8.22
H -5.40 7.03 -8.08
H -5.10 6.45 -6.46
H -7.84 6.50 -7.84
H -7.29 7.63 -6.60
H -7.56 5.94 -6.19
C -0.01 3.00 -5.95
C 0.09 3.59 -7.35
C 0.08 2.53 -8.45
C 1.24 1.54 -8.40
C 2.63 2.17 -8.46
C 2.89 2.94 -9.76
H 0.84 2.35 -5.72
H -0.02 3.79 -5.19
H -0.92 2.42 -5.84
H 0.99 4.21 -7.42
H -0.75 4.27 -7.51
H 0.06 3.03 -9.42
H -0.86 1.97 -8.38
H 1.13 0.84 -9.23
H 1.17 0.94 -7.49
H 3.37 1.38 -8.37
H 2.78 2.84 -7.61
H 2.78 2.28 -10.63
H 3.90 3.34 -9.77
H 2.20 3.77 -9.88
C 0.17 -7.28 10.25
C -0.56 -5.95 10.41
C -1.21 -5.45 9.12
C -0.24 -5.17 7.97
C 0.86 -4.16 8.29
C 0.33 -2.77 8.62
H 0.98 -7.21 9.53
H 0.59 -7.61 11.20
H -0.52 -8.06 9.90
H 0.14 -5.20 10.80
H -1.34 -6.06 11.17
H -1.78 -4.54 9.34
H -1.94 -6.19 8.79
H -0.81 -4.81 7.11
H 0.22 -6.11 7.65
H 1.51 -4.08 7.42
H 1.48 -4.52 9.11
H -0.26 -2.37 7.80
H 1.15 -2.08 8.81
H -0.30 -2.78 9.52
*
```

Results
Frontier orbital gap in Eh: 0.25240